59
Properties=species:S:1:pos:R:3:forces:R:3 method="wB97M-V/def2-TZVPD" charge=+1 relative_energy_ev=0.077 homo_ev=-11.080 e_tot_ev=-120706.2409
Os -0.85877 0.28052 -0.66801 0.432 0.204 -0.424
C -4.45844 1.81851 3.55960 0.029 0.043 0.010
C -4.99461 0.62961 3.07934 -0.026 -0.047 -0.014
C -4.34349 -0.08635 2.09347 0.075 0.068 -0.018
C -3.13798 0.39922 1.57961 -0.247 0.169 0.223
C -2.60661 1.59517 2.04563 0.004 -0.095 -0.066
C -3.26658 2.29769 3.04166 -0.040 0.025 0.039
N -2.43748 -0.32403 0.56542 0.200 -0.189 -0.236
N -2.86750 -1.48296 0.35686 -0.259 0.242 0.297
C -2.17170 -2.20922 -0.60175 0.314 -0.207 -0.252
C -2.64881 -3.47796 -0.92258 0.010 0.053 0.060
C -1.94647 -4.25153 -1.82794 0.013 -0.003 -0.014
C -0.77953 -3.75510 -2.39547 0.009 0.029 0.019
C -0.30859 -2.48401 -2.07665 0.153 0.050 -0.121
C -1.00521 -1.68637 -1.18764 -0.649 -0.141 0.203
H -4.97635 2.37208 4.33137 0.001 0.000 -0.003
H -5.93240 0.26233 3.47404 0.006 -0.009 -0.009
H -4.75875 -1.00557 1.71144 -0.013 -0.007 0.000
H -1.68312 1.97651 1.64146 -0.030 0.000 0.022
H -2.84749 3.22579 3.40638 0.005 -0.002 -0.007
H -3.55839 -3.82980 -0.45385 0.007 -0.008 -0.002
H -2.30021 -5.23867 -2.09132 -0.005 0.005 0.000
H -0.22866 -4.35746 -3.10626 -0.008 -0.005 0.004
H 0.59713 -2.13641 -2.55996 -0.020 0.035 0.017
Se 6.52032 -1.71905 -1.26223 0.008 0.015 0.009
N 5.43532 -0.75858 -2.28765 -0.004 0.011 -0.044
C 4.27062 -0.73087 -1.69673 0.105 -0.095 0.112
C 3.11069 -0.04087 -2.23857 -0.170 0.063 0.001
C 3.13044 0.64991 -3.45212 -0.017 0.004 -0.004
C 1.97752 1.25992 -3.89171 0.064 -0.005 0.003
C 0.82535 1.17696 -3.11689 -0.069 0.064 -0.024
N 0.79864 0.52540 -1.96277 -0.146 -0.166 0.196
C 1.92167 -0.08102 -1.51322 0.057 0.048 -0.174
C 1.83060 -0.80373 -0.24737 0.014 -0.026 0.205
N 0.64006 -0.78768 0.39138 0.278 0.096 -0.264
C 0.50329 -1.41375 1.55157 -0.096 -0.018 0.003
C 1.55373 -2.10306 2.14373 0.059 -0.022 -0.001
C 2.77692 -2.13574 1.51077 -0.021 -0.005 0.000
C 2.92716 -1.47412 0.29139 -0.141 0.040 0.029
C 4.17965 -1.44119 -0.44664 0.116 0.038 -0.127
N 5.27100 -2.03344 -0.04088 -0.009 -0.032 0.031
H 4.04803 0.68906 -4.02358 0.003 -0.003 0.004
H 1.94922 1.80118 -4.82624 -0.001 -0.001 0.002
H -0.10648 1.63363 -3.42460 0.005 -0.018 0.004
H -0.46985 -1.35386 2.02049 -0.006 -0.006 -0.015
H 1.39660 -2.59837 3.09089 -0.006 0.002 -0.003
H 3.62273 -2.65906 1.93622 0.004 0.006 -0.004
C 1.05479 4.18829 1.41048 -0.009 -0.001 -0.004
C 0.20108 4.14628 0.31861 -0.025 -0.030 -0.056
C -0.20144 2.92796 -0.21545 0.135 0.019 0.033
C 0.21088 1.72513 0.37520 -0.159 -0.008 0.168
C 1.07860 1.77275 1.45713 -0.048 0.080 0.018
C 1.49619 3.00029 1.96568 0.020 -0.038 0.040
H 1.38080 5.13708 1.81424 -0.003 -0.001 0.000
H -0.14347 5.06011 -0.14815 0.009 0.007 0.019
H -0.84353 2.94421 -1.08743 -0.030 -0.034 -0.013
H 1.43797 0.88287 1.95495 -0.029 -0.035 -0.036
H 2.16759 3.01300 2.81500 -0.003 0.015 -0.005
Cl -2.43266 1.06837 -2.16036 0.157 -0.167 0.166

***

17
Properties=species:S:1:pos:R:3:forces:R:3 method="wB97M-V/def2-TZVPD" relative_energy_ev=2.497 homo_ev=-8.782 e_tot_ev=-19597.1393
C 1.58753 1.50409 0.53483 0.190 -0.025 -0.141
S 0.62508 0.89293 -0.87985 -0.080 -0.109 0.052
C 0.03762 -0.66537 -0.17397 0.024 0.046 0.046
N 0.81063 -1.64036 0.09010 -0.685 0.262 -0.066
N 2.13851 -1.51261 -0.13118 1.196 -0.031 -0.944
N -1.34314 -0.85065 0.10206 0.282 -0.230 0.057
C -2.33716 -0.25677 -0.77461 -0.530 -0.306 -0.611
C -2.13771 0.25771 0.59739 0.221 0.603 -0.245
H 2.28082 0.73159 0.86477 -0.001 0.113 0.024
H 0.93672 1.79878 1.34588 -0.187 -0.019 0.169
H 2.13779 2.38716 0.20253 -0.028 -0.170 -0.056
H 2.39336 -0.92144 -0.94790 -0.415 -0.190 0.667
H 2.55371 -2.43126 -0.26501 -0.237 0.194 0.260
H -1.99250 0.36583 -1.60496 -0.033 -0.092 0.301
H -3.18889 -0.91539 -1.02758 0.572 0.442 0.261
H -2.82386 0.00986 1.37902 -0.296 -0.181 0.327
H -1.67847 1.24590 0.68847 0.008 -0.306 -0.101